[1]
3 unconnected molecules or ions with the total composition C2H9NS. Source: the Open Molecules 2025 dataset; level of theory: wB97M-V/def2-TZVPD.

Each line ends with the natural charge from an NBO analysis.
Geometry (Å):
1 H 0.199 -0.598 -4.075  0.006
2 H 0.167 -0.638 -3.328  -0.007
3 C -1.473 0.082 0.058  -0.495
4 C -1.331 0.576 1.426  -0.480
5 S -2.350 -0.928 1.279  0.086
6 H -0.617 -0.185 -0.551  0.228
7 H -2.281 0.597 -0.462  0.225
8 H -0.485 0.392 2.065  0.219
9 H -1.760 1.541 1.649  0.218
10 N 2.452 0.006 0.353  -1.079
11 H 1.603 -0.256 0.847  0.355
12 H 2.676 -0.761 -0.266  0.360
13 H 3.201 0.172 1.006  0.363

Computed properties:
LUMO = 0.99 eV
Total charge = 0
Maximum force = 0.0182 hartree/bohr
Energy relative to the best compared isomer or geometry (same formula, charge and spin) = 1.8008 eV

=====

[2]
2 unconnected molecules or ions with the total composition C2H9NS2. Source: the Open Molecules 2025 dataset; level of theory: wB97M-V/def2-TZVPD.

Each line ends with the natural charge from an NBO analysis.
Geometry (Å):
1 C -1.117 1.385 0.341  -0.646
2 C -1.594 -0.079 0.195  -0.225
3 N -0.588 -1.097 0.537  -0.814
4 H -0.840 1.800 -0.631  0.210
5 H -1.759 2.037 0.926  0.214
6 H -0.199 1.425 0.953  0.204
7 H -2.494 -0.256 0.786  0.188
8 H -1.876 -0.200 -0.859  0.183
9 H -0.350 -0.903 1.505  0.343
10 H 0.242 -0.850 0.001  0.337
11 S 3.031 -0.373 0.173  -0.134
12 S 3.152 -0.298 -1.930  -0.134
13 H 2.269 -1.473 0.184  0.137
14 H 2.123 -1.118 -2.179  0.137

Computed properties:
LUMO = 0.09 eV
Total charge = 0
Maximum force = 0.0231 hartree/bohr
Energy relative to the best compared isomer or geometry (same formula, charge and spin) = 0.9300 eV

=====

[3]
2 unconnected molecules or ions with the total composition C2H9O2. Source: the Open Molecules 2025 dataset; level of theory: wB97M-V/def2-TZVPD.

Each line ends with the natural charge from an NBO analysis.
Geometry (Å):
1 O 1.306 0.345 -1.466  -0.984
2 H 0.486 -0.665 -0.659  0.542
3 H 1.998 0.059 -2.067  0.557
4 H 0.736 1.114 -1.460  0.531
5 C -0.524 -0.464 1.113  -0.021
6 O -0.480 -1.074 -0.370  -0.673
7 C -0.532 1.031 1.185  -0.687
8 H -1.465 -0.883 1.516  0.244
9 H 0.458 -0.928 1.245  0.223
10 H -0.919 -0.620 -1.118  0.525
11 H 0.267 1.441 0.560  0.210
12 H -1.423 1.416 0.703  0.237
13 H -0.280 1.505 2.162  0.297

Computed properties:
LUMO = -3.85 eV
Total charge = +1
Maximum force = 0.0542 hartree/bohr
Energy relative to the best compared isomer or geometry (same formula, charge and spin) = 1.4102 eV

=====

[4]
2 unconnected molecules or ions with the total composition C2H9O2. Source: the Open Molecules 2025 dataset; level of theory: wB97M-V/def2-TZVPD.

Each line ends with the natural charge from an NBO analysis.
Geometry (Å):
1 O 0.403 2.073 -1.175  -0.902
2 H 0.645 1.116 -0.308  0.554
3 H 0.946 2.497 -1.850  0.541
4 H -0.202 2.734 -0.816  0.526
5 C -0.575 -0.854 -0.009  -0.046
6 O 0.579 0.151 0.221  -0.717
7 C -0.550 -1.858 1.131  -0.696
8 H -1.470 -0.255 -0.114  0.216
9 H -0.238 -1.318 -0.917  0.211
10 H 1.151 -0.472 0.686  0.551
11 H -0.167 -1.473 2.061  0.246
12 H -1.598 -1.971 1.414  0.267
13 H -0.139 -2.799 0.803  0.249

Computed properties:
LUMO = -3.54 eV
Total charge = +1
Maximum force = 0.0425 hartree/bohr
Energy relative to the best compared isomer or geometry (same formula, charge and spin) = 0.6135 eV

=====

[5]
3 unconnected molecules or ions with the total composition C2H9O2S. Source: the Open Molecules 2025 dataset; level of theory: wB97M-V/def2-TZVPD.

Each line ends with the natural charge from an NBO analysis.
Geometry (Å):
1 C -1.055 2.008 -0.444  -0.614
2 C -0.078 0.993 0.150  -0.596
3 S 0.589 -0.165 -1.044  0.094
4 H -1.992 1.517 -0.680  0.209
5 H -0.651 2.413 -1.364  0.218
6 H -1.217 2.813 0.262  0.215
7 H -0.547 0.431 0.957  0.227
8 H 0.771 1.472 0.645  0.246
9 H -2.480 -1.779 0.013  0.466
10 H -1.017 -1.753 0.448  0.465
11 O -1.833 -2.267 0.535  -0.930
12 H 2.851 -1.837 -0.541  0.472
13 H 3.136 -1.786 0.949  0.466
14 O 3.522 -2.060 0.113  -0.939

Computed properties:
LUMO (spin up / spin down) = 0.62 / -2.58 eV
Total charge = 0
Maximum force = 0.0124 hartree/bohr
Energy relative to the best compared isomer or geometry (same formula, charge and spin) = 0.1283 eV
⟨S²⟩ = 0.75
Spin multiplicity = 2

=====

[6]
3 unconnected molecules or ions with the total composition C2H9O3. Source: the Open Molecules 2025 dataset; level of theory: wB97M-V/def2-TZVPD.

Each line ends with the natural charge from an NBO analysis.
Geometry (Å):
1 C 0.967 0.333 0.284  -0.028
2 O -0.050 -0.558 0.413  -0.947
3 C 1.656 0.270 -1.084  -0.633
4 H 0.637 1.371 0.435  0.100
5 H 1.776 0.256 1.051  0.088
6 H 1.130 0.882 -1.827  0.183
7 H 2.666 0.689 -1.058  0.170
8 H 1.721 -0.753 -1.470  0.194
9 H -2.131 -1.087 -1.324  0.451
10 H -1.317 -0.002 -0.666  0.509
11 O -2.167 -0.128 -1.172  -1.014
12 H -2.413 -0.556 2.120  0.447
13 H -0.900 -0.390 1.774  0.513
14 O -1.573 -0.328 2.524  -1.033

Computed properties:
LUMO = 4.40 eV
Total charge = -1
Maximum force = 0.0132 hartree/bohr
Energy relative to the best compared isomer or geometry (same formula, charge and spin) = 0.1091 eV

=====

[7]
3 unconnected molecules or ions with the total composition C2H9O3. Source: the Open Molecules 2025 dataset; level of theory: wB97M-V/def2-TZVPD.

Each line ends with the natural charge from an NBO analysis.
Geometry (Å):
1 C -1.087 -0.059 -0.655  -0.034
2 O -0.537 0.922 0.130  -0.808
3 C -1.542 0.576 -1.959  -0.623
4 H -2.052 -0.389 -0.211  0.108
5 H -0.445 -0.936 -0.773  0.150
6 H -2.168 1.420 -1.682  0.201
7 H -1.970 -0.131 -2.652  0.183
8 H -0.684 1.021 -2.481  0.193
9 H 2.183 -0.831 1.810  0.517
10 H 2.214 -2.358 2.222  0.428
11 O 2.808 -1.667 1.914  -1.043
12 H 1.718 1.336 1.810  0.432
13 H 0.099 0.666 0.898  0.530
14 O 1.463 0.430 1.629  -1.232

Computed properties:
LUMO = 4.08 eV
Total charge = -1
Maximum force = 0.0299 hartree/bohr
Energy relative to the best compared isomer or geometry (same formula, charge and spin) = 0.3767 eV

=====

[8]
3 unconnected molecules or ions with the total composition C2H9O3. Source: the Open Molecules 2025 dataset; level of theory: wB97M-V/def2-TZVPD.

Each line ends with the natural charge from an NBO analysis.
Geometry (Å):
1 C 0.484 -0.984 0.219  -0.048
2 O -0.667 -0.289 0.593  -0.972
3 C 1.422 -0.146 -0.626  -0.657
4 H 0.066 -1.910 -0.314  0.111
5 H 0.969 -1.401 1.116  0.110
6 H 2.254 0.417 -0.165  0.188
7 H 0.750 0.563 -1.160  0.228
8 H 1.906 -0.702 -1.460  0.175
9 H -2.343 0.310 -0.304  0.497
10 H -2.498 -1.029 -0.283  0.476
11 O -2.744 -0.328 -0.918  -0.987
12 H 0.645 2.219 1.616  0.435
13 H -0.225 1.131 0.753  0.501
14 O -0.021 2.147 0.933  -1.057

Computed properties:
LUMO = 4.44 eV
Total charge = -1
Maximum force = 0.0464 hartree/bohr
Energy relative to the best compared isomer or geometry (same formula, charge and spin) = 0.8084 eV